(1)
Formula: C2H4IN2
Source: the OMol25 dataset
Level of theory: ωB97M-V/def2-TZVPD

For the highest occupied orbital energy (alpha / beta), the calculation gives -13.29 / -13.35 eV. The energy above the lowest of the compared OMol25 structures with the same formula, charge and spin is 3.451 eV.

Structure (ORCA input):
```
! wB97M-V def2-TZVPD RIJCOSX def2/J DEFGRID3
* xyz 1 1
C -0.078 -1.823 -0.116
C 0.456 0.530 0.046
N 0.255 -0.622 0.236
N 0.153 1.791 -0.104
I 3.582 0.352 -0.047
H -0.226 -2.622 0.620
H -0.726 -1.839 -0.988
H -0.845 1.947 -0.209
H 0.832 2.361 0.399
*
```

Partial atomic charges computed with the natural (NBO) method, in multiples of e: 0.055, 0.669, -0.358, -0.748, -0.003, 0.245, 0.225, 0.443, 0.472



(2)
Formula: C5H33N2O10
Source: the OMol25 dataset
Level of theory: ωB97M-V/def2-TZVPD

For the highest occupied orbital energy, the calculation gives -11.40 eV. The energy above the lowest of the compared OMol25 structures with the same formula, charge and spin is 2.535 eV.

Structure (ORCA input):
```
! wB97M-V def2-TZVPD RIJCOSX def2/J DEFGRID3
* xyz 1 1
C -1.079 -2.417 2.043
C -1.258 -1.632 0.776
C 0.085 -1.123 0.294
C 0.283 -0.465 -1.060
C 0.276 0.874 -1.151
N 0.572 -1.304 -2.090
N -2.038 -0.298 1.077
H -0.427 -1.988 2.811
H -1.959 -2.740 2.600
H -0.582 -3.355 1.776
H -1.869 -2.138 0.040
H 0.751 -1.989 0.311
H 0.644 -0.488 0.989
H -0.074 1.534 -0.372
H 0.697 1.479 -1.950
H 0.750 -2.290 -1.983
H 1.071 -0.892 -2.862
H -3.042 -0.342 0.914
H -1.793 0.363 0.332
H -1.633 -0.090 1.986
H -2.153 1.482 -1.943
H -3.517 0.813 -1.757
O -2.780 1.194 -1.266
H -2.072 -1.201 -2.121
H -3.327 -2.116 -2.362
O -2.958 -1.421 -1.808
H 2.855 1.749 -0.999
H 4.412 1.892 -1.313
O 3.733 1.383 -0.861
H 0.514 3.703 -0.292
H 0.765 5.254 -0.383
O 0.914 4.461 0.137
H -0.157 3.945 2.965
H 1.245 3.927 2.252
O 0.674 3.476 2.881
H -1.542 2.947 -0.812
H -2.282 3.973 -1.671
O -1.443 3.509 -1.584
H -0.703 1.705 3.502
H -1.924 2.512 3.111
O -1.598 1.608 3.146
H 3.047 -2.522 0.356
H 2.383 -3.299 1.460
O 2.845 -3.442 0.623
H 4.101 -1.643 -1.229
H 3.416 -0.398 -0.960
O 3.187 -1.348 -1.088
H 1.185 -4.705 -1.454
H 1.195 -3.924 -0.142
O 0.607 -4.209 -0.866
*
```

Partial atomic charges computed with the natural (NBO) method, in multiples of e: -0.664, -0.038, -0.501, 0.232, -0.623, -0.805, -0.727, 0.222, 0.245, 0.251, 0.264, 0.252, 0.242, 0.176, 0.215, 0.429, 0.394, 0.446, 0.465, 0.465, 0.502, 0.504, -0.996, 0.492, 0.494, -0.980, 0.493, 0.499, -0.967, 0.479, 0.491, -0.968, 0.465, 0.509, -0.974, 0.471, 0.489, -0.954, 0.503, 0.483, -0.975, 0.500, 0.463, -0.953, 0.479, 0.507, -0.986, 0.483, 0.489, -0.983



(3)
Formula: C8H11N4NiOS
Source: the OMol25 dataset
Level of theory: ωB97M-V/def2-TZVPD

For the highest occupied orbital energy (alpha / beta), the calculation gives -12.09 / -12.07 eV.

Structure (ORCA input):
```
! wB97M-V def2-TZVPD RIJCOSX def2/J DEFGRID3
* xyz 1 3
Ni 10.280 9.176 2.232
N 13.142 12.124 2.440
C 12.114 11.276 2.395
S 12.495 9.603 2.517
N 10.869 11.761 2.388
N 9.883 10.847 2.291
C 8.577 11.176 2.306
C 7.676 10.121 2.281
C 6.279 10.154 2.216
C 5.570 9.032 2.414
C 6.291 7.777 2.449
C 7.648 7.823 2.338
N 8.374 8.956 2.321
H 14.050 11.648 2.416
H 13.086 13.127 2.435
H 8.274 12.210 2.304
H 5.849 11.119 2.248
H 4.524 9.007 2.554
H 5.827 6.836 2.538
H 8.228 6.885 2.210
C 15.314 5.299 2.267
O 14.560 6.294 2.987
H 14.605 4.854 1.559
H 15.409 4.453 2.962
H 16.316 5.588 1.895
H 14.249 6.837 2.219
*
```

Partial atomic charges computed with the natural (NBO) method, in multiples of e: 1.236, -0.731, 0.291, -0.290, -0.383, -0.318, 0.030, 0.166, -0.217, -0.082, -0.230, 0.069, -0.595, 0.421, 0.434, 0.235, 0.244, 0.246, 0.249, 0.222, -0.274, -0.713, 0.168, 0.188, 0.182, 0.451



(4)
Formula: C6H36NO10
Source: the OMol25 dataset
Level of theory: ωB97M-V/def2-TZVPD

For the highest occupied orbital energy, the calculation gives -12.60 eV. The energy above the lowest of the compared OMol25 structures with the same formula, charge and spin is 2.725 eV.

Structure (ORCA input):
```
! wB97M-V def2-TZVPD RIJCOSX def2/J DEFGRID3
* xyz 1 1
C 0.685 1.905 -2.394
C -0.460 1.191 -1.589
C -0.113 0.631 -0.175
C -1.212 0.949 0.981
C -2.189 -0.263 1.140
C -1.560 -1.627 1.518
N -0.313 -1.654 2.292
H 1.622 1.951 -1.819
H 0.848 1.642 -3.408
H 0.472 2.971 -2.488
H -0.726 0.339 -2.294
H -1.488 1.660 -1.793
H 0.192 -0.402 -0.108
H 0.776 1.226 0.332
H -0.637 1.312 1.857
H -1.813 1.841 0.534
H -3.007 0.028 1.836
H -2.765 -0.393 0.142
H -1.429 -2.278 0.502
H -2.439 -2.221 1.925
H 0.569 -1.917 1.825
H -0.052 -0.621 2.577
H -0.503 -2.319 3.121
H -1.360 3.585 0.538
H -0.502 4.139 1.728
O -0.497 3.557 1.036
H 2.191 -0.460 1.082
H 2.599 -1.327 0.030
O 1.848 -1.111 0.479
H 1.617 -2.722 -1.329
H 0.645 -1.476 -1.000
O 0.881 -2.176 -1.802
H -0.676 -2.636 -2.437
H -1.683 -2.856 -3.594
O -1.667 -2.610 -2.658
H -4.144 -0.791 -3.098
H -2.755 -1.259 -2.642
O -3.533 -0.732 -2.429
H 4.015 -0.599 3.102
H 3.569 -1.702 1.982
O 3.276 -1.007 2.617
H 2.092 0.367 3.474
H 1.716 1.638 2.741
O 1.325 0.720 3.124
H -4.740 1.527 -1.649
H -3.735 1.046 -2.513
O -4.152 1.833 -2.213
H 3.015 3.656 1.613
H 1.846 3.346 0.931
O 2.429 2.934 1.565
H 3.978 -2.311 -2.131
H 4.636 -2.367 -0.741
O 3.759 -2.251 -1.187
*
```

Partial atomic charges computed with the natural (NBO) method, in multiples of e: -0.613, -0.470, -0.391, -0.416, -0.455, -0.282, -0.758, 0.200, 0.219, 0.210, 0.216, 0.246, 0.170, 0.203, 0.227, 0.223, 0.221, 0.266, 0.238, 0.251, 0.472, 0.502, 0.452, 0.495, 0.477, -0.961, 0.512, 0.495, -0.988, 0.493, 0.503, -0.990, 0.517, 0.478, -0.992, 0.471, 0.507, -0.984, 0.499, 0.498, -0.988, 0.476, 0.529, -0.998, 0.449, 0.479, -0.947, 0.481, 0.498, -0.956, 0.506, 0.488, -0.981



no.,F_max (eV Å⁻¹)
1,4.57
2,2.32
3,5.97
4,6.54